1.
DFT (ωB97M-V/def2-TZVPD) results for C21H48NO2P2Y as an isolated structure in a non-equilibrium geometry.

largest force on an atom: 0.1043 Eh/bohr
total charge: +2
frontier orbital gap: 0.243 Eh

Atoms and positions in Å:
H 4.71 -0.67 1.62
C -1.22 -3.30 -4.24
H 1.46 -2.55 4.08
H -1.78 -2.58 0.78
C -2.76 3.83 -0.21
H 1.67 2.05 2.72
H 3.62 0.28 2.63
H -2.16 -1.52 -3.55
C -1.81 -2.46 -3.09
H -1.07 3.79 -1.54
C -1.10 4.24 2.82
H -0.60 -4.14 -3.88
H -1.01 -2.41 4.28
H 1.77 0.34 -3.31
C 1.41 3.09 -0.38
H -3.06 4.22 0.78
P -0.24 2.92 0.47
C 1.66 2.08 -1.53
H -1.99 3.58 2.80
H -0.53 5.95 -1.30
H -0.88 4.46 3.87
H 1.45 4.10 -0.80
H 0.91 4.33 2.05
P -0.53 -1.95 -1.89
H -2.02 -3.71 -4.87
H 2.24 3.05 0.36
C 1.16 -1.56 -2.50
H -1.17 -1.55 2.74
H -1.38 5.18 2.34
H 1.02 -4.42 -2.02
C 0.18 -4.58 -1.33
H 0.52 -5.29 -0.56
C -3.06 -3.08 -2.43
H 3.32 0.05 0.83
C 0.65 2.40 3.04
H -3.41 -2.46 -1.60
H -0.88 -4.03 1.27
O 1.54 -1.45 2.34
H 0.69 -3.31 2.65
C -0.82 5.55 -0.31
C -1.34 -3.51 0.41
C 2.95 -1.75 2.15
H 0.63 -2.87 -0.09
O -0.87 -0.28 0.22
C -0.25 -3.27 -0.63
H 1.14 -1.78 -3.59
C 0.12 3.57 2.18
C -1.26 4.09 -0.49
H 2.87 -0.29 -2.09
H 3.03 -2.52 1.36
C 1.80 -0.17 -2.32
H 1.83 -2.29 -2.02
H -0.58 -2.67 -4.88
H -0.10 1.55 3.09
H 3.33 -2.17 3.09
C -0.50 -1.73 3.60
H 1.25 2.50 -2.47
H -3.35 4.34 -0.98
H 0.79 2.71 4.09
H -0.34 -0.77 4.13
C 3.66 -0.44 1.78
H -2.90 -4.10 -2.06
H -0.66 -5.04 -1.87
C 0.82 -2.37 3.21
N 1.25 0.70 -1.29
H -1.75 0.20 -1.74
H -2.99 2.76 -0.25
H -2.14 -4.16 0.04
H 0.04 5.68 0.35
H -3.90 -3.11 -3.15
Y 0.96 0.40 1.26
C -0.99 -0.33 -1.13
H -1.65 6.16 0.06
H 2.75 2.05 -1.68
H -0.12 0.42 -1.41

Here are the Löwdin charges for atoms 1 to 8, given in e: number 1, H, carries 0.114; number 2, C, carries -0.093; number 3, H, carries 0.139; number 4, H, carries 0.065; number 5, C, carries -0.110; number 6, H, carries 0.050; number 7, H, carries 0.099; number 8, H, carries 0.123

---

2.
DFT (ωB97M-V/def2-TZVPD) results for C2H3N3OS in the gas phase in a non-equilibrium geometry.

largest force on an atom: 0.0694 Eh/bohr
structure (SMILES): Cn1onnc1=S
frontier orbital gap: 0.324 Eh

Atoms and positions in Å:
N 0.11 0.17 -0.22
N -0.61 0.26 -2.22
C -1.16 -0.22 -0.15
H 1.92 -0.35 0.56
C 1.05 0.08 0.88
O 0.48 0.45 -1.49
H 1.26 1.11 1.37
N -1.60 0.02 -1.52
H 0.56 -0.67 1.67
S -2.01 -0.85 1.11

Here are the natural (NBO) charges for atoms 1 to 8, given in e: number 1, N, carries -0.115; number 2, N, carries 0.171; number 3, C, carries 0.128; number 4, H, carries 0.217; number 5, C, carries -0.439; number 6, O, carries -0.131; number 7, H, carries 0.226; number 8, N, carries -0.194

---

3.
DFT (ωB97M-V/def2-TZVPD) results for a 2-piece molecular cluster, C3H2O2 overall in a non-equilibrium geometry.

largest force on an atom: 0.0252 Eh/bohr
frontier orbital gap: 0.377 Eh

Atoms and positions in Å:
H -2.19 -0.39 0.60
C 0.02 -0.23 0.58
O -0.39 -1.01 -0.33
H -1.51 0.75 -0.69
C 2.26 0.74 -0.29
C -1.34 -0.01 0.06
O 3.16 0.15 0.05

Quick look at the natural (NBO) charges, all values in e: number 1, H, carries 0.195; number 2, C, carries 0.310; number 3, O, carries -0.414; number 4, H, carries 0.197; number 5, C, carries 0.497; number 6, C, carries -0.281; number 7, O, carries -0.502

---

4.
DFT (ωB97M-V/def2-TZVPD) results for C4H8BrNO in the gas phase in a non-equilibrium geometry.

largest force on an atom: 0.0923 Eh/bohr
structure (SMILES): CC(C)=N[C@H](O)Br
frontier orbital gap: 0.325 Eh

Atoms and positions in Å:
H -2.76 -1.38 1.28
H 0.78 1.28 1.49
H 1.81 1.28 -1.49
C 0.67 1.44 -1.44
H 0.29 1.36 -2.40
C 1.14 0.42 0.95
Br 0.08 -2.70 1.18
H 2.18 0.53 0.74
O -2.16 -0.71 0.87
N -0.58 -0.52 -0.71
H -1.73 -2.20 -0.50
C 0.35 0.35 -0.41
H 0.43 2.57 -1.14
H 0.86 -0.43 1.56
C -1.34 -1.29 0.01

Here are the natural (NBO) charges for atoms 1 to 8, given in e: number 1, H, carries 0.507; number 2, H, carries 0.236; number 3, H, carries 0.226; number 4, C, carries -0.670; number 5, H, carries 0.234; number 6, C, carries -0.706; number 7, Br, carries -0.504; number 8, H, carries 0.229

---

5.
DFT (ωB97M-V/def2-TZVPD) results for CH4CsN2O as an isolated structure in a non-equilibrium geometry.

largest force on an atom: 0.0553 Eh/bohr
total charge: +1
frontier orbital gap: 0.375 Eh

Atoms and positions in Å:
Cs 6.03 -7.45 -0.28
H 11.47 -8.21 1.03
O 8.94 -7.00 -0.39
H 9.88 -9.45 1.38
N 10.96 -7.54 0.48
H 8.24 -8.96 1.03
N 9.23 -8.77 1.02
C 9.66 -7.75 0.31
H 11.43 -6.83 -0.06

Here are the Löwdin charges for atoms 1 to 8, given in e: number 1, Cs, carries 1.095; number 2, H, carries 0.118; number 3, O, carries -0.154; number 4, H, carries 0.126; number 5, N, carries 0.182; number 6, H, carries 0.063; number 7, N, carries 0.162; number 8, C, carries -0.725

---

6.
DFT (ωB97M-V/def2-TZVPD) results for a 13-piece molecular cluster, C5H38NO15 overall in a non-equilibrium geometry.

largest force on an atom: 0.0600 Eh/bohr
total charge: +1
frontier orbital gap: 0.400 Eh

Atoms and positions in Å:
H -1.52 -1.22 -1.84
H -2.70 -2.63 1.35
H 3.83 -1.08 2.40
H -0.10 -4.75 0.73
H 2.37 0.57 4.02
H 2.92 -3.60 -1.04
H -2.10 4.56 -0.54
H -2.92 -0.27 1.37
O 0.56 -1.18 1.33
H 1.32 2.85 3.02
H 2.25 -0.96 2.52
O -1.52 3.89 -0.17
O 2.01 0.29 -0.93
H -2.29 1.66 -1.14
H -0.56 -0.02 1.82
H 0.25 2.51 -2.40
H -0.91 -3.49 0.98
N 0.28 2.43 -1.37
O 1.66 1.24 4.05
O -0.79 -3.07 -2.91
O -2.72 -3.38 0.73
H 1.12 3.56 1.21
C -2.21 -0.51 -1.43
O 0.51 3.15 2.54
C -1.74 1.22 -3.16
H 1.72 -0.19 -3.54
H 1.18 2.72 -1.02
H -1.14 4.33 0.61
H 2.46 3.68 0.37
H -0.33 3.10 -0.85
H 0.85 0.73 4.12
O 1.06 0.34 -3.09
H -3.30 -0.54 -1.67
O 0.01 -3.84 1.04
C 0.91 0.07 -1.77
O 2.92 -3.07 -0.22
H 0.42 -2.14 1.48
O -0.97 0.80 2.19
H -1.46 0.21 -3.55
H -1.64 -3.30 -2.54
H -2.04 -0.62 -0.36
H -1.51 0.48 2.92
H -0.55 -3.88 -3.37
O 3.11 -0.66 2.88
H 0.03 2.32 2.39
H 2.56 -0.52 -0.92
H -4.26 -1.27 1.46
O -3.44 -0.92 1.83
H -2.72 1.40 -3.59
O 1.50 3.76 0.29
H -0.97 1.89 -3.54
H 0.93 -1.20 0.43
O 0.62 -1.30 -1.54
C -0.18 1.04 -1.09
C -1.61 0.92 -1.67
H -2.78 -4.18 1.28
H 0.30 -1.70 -2.44
H 2.09 -3.21 0.23
H -0.13 0.90 0.01

Here are the natural (NBO) charges for atoms 1 to 8, given in e: number 1, H, carries 0.222; number 2, H, carries 0.501; number 3, H, carries 0.493; number 4, H, carries 0.494; number 5, H, carries 0.510; number 6, H, carries 0.479; number 7, H, carries 0.503; number 8, H, carries 0.504